C12H29AgNO7 as an isolated structure at a distorted geometry. Source: OMol25; level of theory: ωB97M-V/def2-TZVPD.

The geometry in XYZ format:
```
50
Properties=species:S:1:pos:R:3
Ag 1.25854 9.80085 1.89658
C -1.57602 14.72639 0.14115
C -0.94068 13.47167 0.70800
O 0.21864 13.44576 1.19277
O -1.57734 12.39263 0.78288
H -0.83101 15.51777 0.05891
H -2.28874 15.15326 0.84679
H -2.13414 14.50512 -0.76860
C 6.60193 8.15658 3.98848
C 5.22015 8.52164 3.52745
O 4.85606 9.72070 3.66743
O 4.47433 7.65002 3.09898
H 7.48188 8.63289 3.55613
H 6.62731 7.06748 4.02471
H 6.67698 8.31819 5.06381
C -1.75685 10.99639 6.33621
C -0.74089 9.85718 6.77316
C -1.20789 9.32152 8.13852
O -2.60247 8.84673 8.07511
C -2.89609 7.88883 9.12540
N -0.77005 8.83387 5.77642
H -2.04496 11.53127 7.24119
H -2.70939 10.59869 5.98608
H -1.38529 11.70515 5.59614
H 0.26827 10.26438 6.71084
H -0.96380 10.08396 8.87824
H -0.49148 8.57934 8.49069
H -3.82621 8.25086 9.56346
H -2.30003 7.98465 10.03294
H -2.95117 6.84892 8.80346
H -1.71802 8.48686 5.74419
H -0.27757 8.05165 6.18347
C -1.04469 4.88037 -1.34666
C -1.18350 6.32329 -0.76488
O -0.26010 6.53226 0.19743
H -0.32783 4.53677 -2.09242
H -2.01848 4.62740 -1.76601
H -0.97977 4.14689 -0.54299
H -2.14299 6.54205 -0.29624
H -0.91476 6.96452 -1.60434
H -0.21116 5.75603 0.76016
C 5.67102 11.53438 -1.17098
C 4.28338 11.47101 -1.75804
O 3.69568 10.20035 -1.34050
H 6.13420 10.54899 -1.22179
H 5.71864 11.76707 -0.10718
H 6.35420 12.22381 -1.66700
H 4.34402 11.33696 -2.83806
H 3.71344 12.34864 -1.45301
H 3.86232 9.53007 -2.00725
```

HOMO-LUMO gap (spin up / spin down) ... 4.25 / 2.56 eV
LUMO level (spin up / spin down) ... -2.33 / -4.03 eV
Electronic energy ... -1202.73734 Eh
Spin multiplicity ... 2

---

C21H43FN2O7S as an isolated structure at a distorted geometry. Source: OMol25; level of theory: ωB97M-V/def2-TZVPD.

The geometry in XYZ format:
```
75
Properties=species:S:1:pos:R:3
C -5.05348 3.05149 0.81837
C -3.91260 3.06057 -0.22873
C -4.13016 2.01874 -1.35472
C -2.91887 1.12111 -1.60844
C -3.24832 -0.03909 -2.57485
C -2.26232 -1.21094 -2.43720
C -2.55630 -2.26275 -1.35388
C -2.83987 -1.85871 0.08782
C -4.21090 -1.19507 0.34788
O -4.04556 -0.01024 1.12458
O -3.83314 -2.86337 -1.81977
S -3.78284 -4.46054 -1.69347
O -4.70351 -4.98844 -0.74902
O -3.91347 -5.10917 -2.94313
O -2.30003 -4.56451 -0.99565
C -1.59391 -3.42972 -1.51874
F -1.39674 -3.79504 -2.84213
C -0.18888 -3.41059 -0.91788
C -0.13227 -3.66923 0.61431
C 0.62788 -2.15115 -1.24097
C 2.14208 -2.48714 -1.13363
C 2.84741 -2.44292 -2.49486
H -5.61655 3.98550 0.79797
H -5.75914 2.24143 0.67164
H -4.62384 2.97869 1.81586
H -2.95350 2.92117 0.26577
H -3.90905 4.04480 -0.69686
H -4.35385 2.55928 -2.27674
H -4.99888 1.40308 -1.12262
H -2.46000 0.76957 -0.68874
H -2.16766 1.73017 -2.11879
H -4.29583 -0.33070 -2.54835
H -3.07617 0.36865 -3.57198
H -1.26428 -0.78650 -2.37282
H -2.30141 -1.75710 -3.37791
H -2.05024 -1.25293 0.52798
H -2.83696 -2.78611 0.66043
H -4.80629 -1.87883 0.95522
H -4.78434 -0.98629 -0.54455
H -3.73362 -0.27319 2.00074
H 0.34095 -4.23663 -1.38338
H -1.07515 -3.51808 1.12942
H 0.58433 -2.97659 1.04869
H 0.18201 -4.69079 0.80574
H 0.37995 -1.29383 -0.61470
H 0.46106 -1.88598 -2.28617
H 2.26425 -3.49048 -0.72753
H 2.60852 -1.75207 -0.47768
H 3.79701 -2.97226 -2.42432
H 2.27879 -2.93370 -3.28626
H 3.03622 -1.40757 -2.77664
C 4.25030 0.22915 0.37913
O 3.66503 -0.68888 0.93022
N 5.31729 0.86764 0.87950
C 5.96762 1.95911 0.17484
C 5.84287 0.45114 2.17012
H 3.93447 0.61820 -0.60475
H 7.00954 1.69974 -0.02136
H 5.93344 2.86293 0.78745
H 5.46612 2.15053 -0.77222
H 6.13884 -0.59743 2.12446
H 5.07517 0.55248 2.93733
H 6.70142 1.06295 2.43328
C 4.35897 4.73443 3.29069
O 5.43763 4.45663 2.79794
N 3.21709 4.06526 3.04999
C 1.95527 4.43456 3.66100
C 3.26996 2.93403 2.14212
H 4.23181 5.57757 3.98995
H 1.57408 3.60049 4.25345
H 1.22803 4.68270 2.88535
H 2.08714 5.29749 4.31015
H 3.96662 2.19730 2.52796
H 3.62601 3.26967 1.16698
H 2.28474 2.48632 2.03712
```

HOMO-LUMO gap ... 9.78 eV
LUMO level ... 0.13 eV
Electronic energy ... -1960.16580 Eh

---

C17H15ClIN6O2SW as an isolated structure. Source: OMol25; level of theory: ωB97M-V/def2-TZVPD.

The geometry in XYZ format:
```
44
Properties=species:S:1:pos:R:3
W 0.57583 0.47058 -0.26766
C 3.93611 -3.90951 -0.82320
C 4.18492 -2.45583 -0.96569
N 5.32856 -1.87805 -1.13057
N 5.04888 -0.53345 -1.20895
C 3.75892 -0.26206 -1.08059
S 2.87671 1.17917 -1.07247
N 3.19708 -1.47566 -0.92613
N 1.80550 -1.55192 -0.81645
H 4.87669 -4.43371 -0.97146
H 3.22220 -4.26427 -1.56831
H 3.56632 -4.15060 0.17524
H 5.80078 0.12679 -1.33688
H 1.55540 -2.33063 -0.21344
H 1.42765 -1.75648 -1.74555
Cl -3.14402 6.36079 -0.31546
C -1.92071 5.17225 -0.09351
C -0.66301 5.54607 0.27671
C 0.36360 4.57998 0.47364
I 2.24703 5.17892 1.06689
C 0.07551 3.26551 0.29460
O 0.95986 2.21637 0.42891
C -1.19075 2.88448 -0.13224
N -1.30965 1.54504 -0.38557
C -2.49498 1.09353 -0.78712
C -3.59602 1.92996 -0.95853
C -3.46679 3.28302 -0.73956
C -2.23007 3.79817 -0.32179
H -0.44215 6.59368 0.42851
H -2.56489 0.03812 -1.00170
H -4.53350 1.50433 -1.28526
H -4.30182 3.95298 -0.89821
O -0.67986 -1.14791 -0.32390
N -1.28162 -1.90613 0.63349
C -2.03560 -2.92379 0.18427
C -2.70189 -3.72066 1.08646
C -2.58573 -3.45780 2.44517
C -1.80232 -2.39386 2.86704
C -1.15316 -1.61324 1.93588
H -2.06695 -3.04235 -0.88829
H -3.30790 -4.53427 0.71409
H -3.10584 -4.07196 3.16747
H -1.69284 -2.14862 3.91395
H -0.53549 -0.75698 2.16616
```

HOMO-LUMO gap (spin up / spin down) ... 6.66 / 6.74 eV
LUMO level (spin up / spin down) ... -6.75 / -6.55 eV
Electronic energy ... -2358.39469 Eh
Net charge ... +2
Energy relative to the best compared isomer or geometry (same formula, charge and spin) ... 4.0 kcal/mol
Spin multiplicity ... 2

---

A 3-piece molecular cluster, C22H25F3N2O12 overall at a distorted geometry. Source: OMol25; level of theory: ωB97M-V/def2-TZVPD.

The geometry in XYZ format:
```
64
Properties=species:S:1:pos:R:3
N 2.68028 -0.30137 -0.73216
C 2.31236 0.96815 -0.07553
C 0.77291 1.16539 0.03725
O 0.53579 2.12567 1.08775
C 0.12627 1.76526 -1.26522
O -0.72750 0.84119 -1.94909
C -1.93710 0.73464 -1.34591
O -2.22652 1.34116 -0.38874
N -2.78002 -0.20375 -1.97033
C -2.14862 -1.54306 -1.93208
C -1.56195 -1.93642 -0.55067
O -1.58899 -3.36761 -0.50193
C -4.08585 -0.26670 -1.30204
C -4.98506 0.98224 -1.52332
C -6.18822 0.82641 -0.58217
F -7.37888 0.36783 -1.14664
C -6.15320 1.06195 0.81303
F -6.74909 2.06267 1.40491
F -5.53031 0.23316 1.66397
H 2.28901 -1.04601 -0.16854
H 2.33399 -0.33920 -1.68399
H 2.69544 0.92304 0.95903
H 2.74073 1.84146 -0.63044
H 0.23615 0.22880 0.25464
H 0.83289 2.95968 0.71149
H 0.95885 1.97417 -1.97102
H -0.34325 2.74699 -1.07984
H -1.29686 -1.51429 -2.63708
H -2.83838 -2.33559 -2.26134
H -2.13352 -1.55083 0.30771
H -0.49750 -1.65049 -0.47511
H -0.98343 -3.67163 0.17739
H -4.62440 -1.11937 -1.76136
H -4.04388 -0.48670 -0.22144
H -4.44443 1.92553 -1.30431
H -5.39439 1.07450 -2.54226
O 4.75661 2.27535 -0.88610
C 5.53729 2.70848 -1.70879
C 6.06329 4.06839 -1.67156
C 6.90822 4.49042 -2.61827
O 7.40977 5.72739 -2.61254
C 7.33850 3.59665 -3.73961
O 8.09323 4.03238 -4.58529
C 6.82950 2.22896 -3.76161
C 5.98717 1.80608 -2.81244
O 5.50435 0.55921 -2.80153
H 5.74308 4.70418 -0.85803
H 7.98645 5.77931 -3.39720
H 7.16100 1.58780 -4.56620
H 4.91935 0.50208 -2.01729
O -2.87708 -4.57600 6.78400
C -2.49017 -4.11489 5.73021
C -2.83132 -2.76909 5.28142
C -2.39092 -2.31704 4.10261
O -2.68600 -1.08825 3.66851
C -1.54368 -3.16535 3.20682
O -1.18259 -2.71621 2.13413
C -1.18267 -4.50104 3.66460
C -1.62021 -4.95193 4.84515
O -1.30571 -6.16774 5.29279
H -3.44542 -2.16753 5.93649
H -2.25499 -1.00207 2.79882
H -0.55600 -5.09736 3.01618
H -1.74433 -6.24901 6.16015
```

HOMO-LUMO gap ... 6.24 eV
LUMO level ... -1.74 eV
Electronic energy ... -2165.14354 Eh
SMILES string ... NC[C@@H](O)COC(=O)N(CCO)CCC(F)=C(F)F.O=C1C=C(O)C(=O)C=C1O.O=C1C=C(O)C(=O)C=C1O

---

A 2-piece molecular cluster, C6H12NO3 overall at a distorted geometry. Source: OMol25; level of theory: ωB97M-V/def2-TZVPD.

The geometry in XYZ format:
```
22
Properties=species:S:1:pos:R:3
C 0.08017 -1.99997 -0.24387
C 1.22754 -1.40459 0.09262
C -0.89770 -1.06947 -0.86093
C 1.49925 -0.03948 -0.31372
C -3.02233 -0.30187 1.64519
C 2.49513 1.28808 -2.16888
N 1.46663 0.75022 0.72979
O -0.49982 0.03482 -1.05112
O -1.81938 -0.99058 1.34540
O 2.05521 0.05341 -1.45543
H -0.23345 -2.93787 -0.04284
H 2.10581 -1.89840 0.38409
H -1.84934 -1.48359 -1.34431
H -3.13098 -0.40959 2.65781
H -3.83142 -0.70747 1.10763
H -2.71757 0.65097 1.33385
H 1.69066 1.95537 -1.98511
H 2.67290 0.88770 -3.10369
H 3.46408 1.63359 -1.77965
H 1.53386 1.82608 0.61962
H 0.80463 0.51708 1.57931
H -1.66223 -1.91002 1.71073
```

HOMO-LUMO gap ... 10.30 eV
LUMO level ... -3.79 eV
Electronic energy ... -515.94152 Eh
Net charge ... +1
Energy relative to the best compared isomer or geometry (same formula, charge and spin) ... 51.9 kcal/mol

---

C22H24N4O5S2 as an isolated structure at a distorted geometry. Source: OMol25; level of theory: ωB97M-V/def2-TZVPD.

The geometry in XYZ format:
```
57
Properties=species:S:1:pos:R:3
C -2.76153 1.79526 -6.72629
C -1.52442 1.20544 -5.90948
H -1.71173 0.63776 -5.00108
H -0.86148 0.62032 -6.62495
O -0.88594 2.26781 -5.69369
C 0.23833 2.27545 -4.97414
O 0.67082 1.29600 -4.80311
C 0.98969 3.47071 -4.50156
H 0.20297 4.26478 -4.44297
H 1.67443 3.83930 -5.08065
S 1.86324 3.41202 -2.78735
C 0.53162 2.41341 -2.19694
N -0.92084 2.11887 -2.69536
N -1.44274 1.50886 -1.74643
C -0.70622 1.00764 -0.88212
N 0.42392 1.81013 -0.94330
C 1.48151 1.40538 -0.16296
C 1.89798 0.19079 0.15633
C 3.21641 -0.20359 1.01582
C 3.90050 1.04023 1.39384
C 3.62697 2.17477 0.91444
C 2.49192 2.70195 0.24503
H 2.28639 3.58112 0.02323
H 4.19668 3.22101 1.36085
H 5.03947 0.58553 1.87669
H 3.36632 -1.19451 1.25860
H 1.19111 -0.75245 -0.23319
C -0.98140 0.27067 0.37483
C -0.81491 0.70967 1.58606
C -1.12879 -0.22900 2.70714
C -1.63814 -1.42935 2.41961
C -2.17707 -1.80978 1.03682
C -1.88485 -0.86120 0.12877
H -2.34939 -1.12673 -0.98868
H -2.84751 -2.61956 0.93983
S -1.82161 -2.53620 3.84245
O -2.94866 -3.65615 3.28911
O -2.16927 -1.68411 5.10224
N -0.54599 -3.45358 3.79587
C -0.18701 -4.19469 2.67794
H -1.35236 -4.55104 2.30505
C 0.71362 -3.44109 1.75504
H 1.04128 -4.38280 0.91399
O 1.75570 -3.29122 2.35638
C 1.66728 -2.33718 3.33235
H 2.45132 -2.22785 4.02675
C 0.45927 -2.99208 4.50401
H 0.07415 -2.27826 5.23348
H 1.19462 -3.82255 5.00309
H 1.20335 -1.31993 2.90968
H 0.33468 -2.90582 1.23389
H 0.21636 -5.33337 3.10791
H -0.70136 -0.18287 3.79946
H -0.31360 1.51327 1.87476
H -3.47196 2.37807 -6.04213
H -2.42366 2.51000 -7.50999
H -3.31334 0.83545 -7.21400
```

HOMO-LUMO gap ... 7.89 eV
LUMO level ... -0.64 eV
Electronic energy ... -2243.52155 Eh
Energy relative to the best compared isomer or geometry (same formula, charge and spin) ... 518.6 kcal/mol